ORCA calculation (the ωB97M-V functional and the def2-TZVPD basis) on a cluster of 15 separate species, C48H110O18 in total.

Calculated values
Spin multiplicity: 1
LUMO, Eh: 0.019
F_max, eV Å⁻¹: 2.51

Element x y z (Å)
C1 3.350 0.785 4.467
C2 1.948 1.018 5.028
C3 1.197 1.718 3.928
O1 2.182 2.268 3.106
C4 3.312 1.451 3.070
H1 3.536 -0.289 4.471
H2 4.054 1.270 5.143
H3 1.919 1.588 5.957
H4 1.397 0.108 5.269
H5 0.521 2.522 4.218
H6 0.637 1.011 3.311
H7 4.202 2.036 2.833
H8 3.167 0.835 2.178
C5 -5.724 0.106 1.732
C6 -4.748 0.535 0.689
C7 -3.935 1.620 1.416
O2 -4.830 2.164 2.379
C8 -5.714 1.184 2.841
H9 -5.529 -0.858 2.202
H10 -6.725 0.030 1.304
H11 -5.288 0.961 -0.155
H12 -4.191 -0.359 0.409
H13 -3.652 2.310 0.620
H14 -3.012 1.253 1.868
H15 -6.707 1.551 3.097
H16 -5.258 0.818 3.764
C9 2.042 2.450 -5.584
C10 1.882 0.963 -5.839
C11 2.258 0.358 -4.483
O3 3.317 1.208 -4.115
C12 3.030 2.549 -4.416
H17 1.069 2.821 -5.259
H18 2.321 2.940 -6.517
H19 2.528 0.681 -6.670
H20 0.865 0.672 -6.103
H21 2.607 -0.673 -4.558
H22 1.481 0.279 -3.719
H23 3.982 3.021 -4.661
H24 2.619 3.096 -3.566
C13 -0.819 -0.389 0.457
C14 -0.302 1.016 0.166
C15 0.907 0.855 -0.732
O4 1.080 -0.558 -0.870
C16 0.445 -1.204 0.195
H25 -1.664 -0.664 -0.175
H26 -1.173 -0.488 1.484
H27 -0.039 1.452 1.131
H28 -1.098 1.652 -0.222
H29 1.805 1.350 -0.358
H30 0.731 1.332 -1.697
H31 1.081 -1.160 1.083
H32 0.286 -2.267 0.010
C17 -3.159 6.279 -0.655
C18 -3.468 4.841 -0.307
C19 -4.508 4.371 -1.335
O5 -5.144 5.581 -1.720
C20 -4.112 6.610 -1.816
H33 -2.117 6.444 -0.930
H34 -3.342 6.960 0.176
H35 -3.934 4.793 0.677
H36 -2.565 4.229 -0.304
H37 -5.204 3.590 -1.026
H38 -4.034 3.917 -2.209
H39 -4.530 7.607 -1.683
H40 -3.709 6.538 -2.827
C21 6.018 4.188 -0.991
C22 4.680 3.668 -1.484
C23 4.775 2.137 -1.290
O6 6.130 1.839 -0.903
C24 6.663 3.025 -0.239
H41 5.928 5.110 -0.416
H42 6.674 4.431 -1.827
H43 4.495 3.919 -2.528
H44 3.833 4.075 -0.930
H45 4.481 1.481 -2.108
H46 4.153 1.821 -0.449
H47 7.735 3.148 -0.392
H48 6.421 2.963 0.823
C25 -0.657 -3.936 -4.286
C26 -0.912 -2.494 -4.154
C27 -1.587 -2.429 -2.768
O7 -2.320 -3.670 -2.704
C28 -1.779 -4.649 -3.552
H49 0.321 -4.122 -3.837
H50 -0.598 -4.400 -5.272
H51 -1.564 -2.194 -4.976
H52 0.014 -1.929 -4.271
H53 -2.178 -1.531 -2.587
H54 -0.829 -2.385 -1.982
H55 -2.523 -5.086 -4.217
H56 -1.278 -5.368 -2.900
C29 3.421 -4.835 3.144
C30 2.340 -3.906 2.704
C31 1.952 -3.129 3.950
O8 2.070 -4.120 4.978
C32 2.888 -5.198 4.509
H57 4.407 -4.370 3.156
H58 3.539 -5.742 2.550
H59 1.456 -4.362 2.254
H60 2.617 -3.257 1.870
H61 0.972 -2.672 3.815
H62 2.706 -2.345 4.056
H63 2.236 -6.071 4.490
H64 3.759 -5.298 5.157
C33 -1.602 -5.234 0.115
O9 -1.174 -6.117 1.139
H65 -2.234 -5.724 -0.626
H66 -2.256 -4.512 0.609
H67 -0.781 -4.626 -0.261
H68 -1.921 -6.492 1.610
C34 -1.397 -0.587 6.233
O10 -1.471 0.034 4.981
H69 -0.870 -1.542 6.166
H70 -0.958 0.061 6.991
H71 -2.362 -0.868 6.663
H72 -1.736 -0.600 4.308
C35 -2.352 1.865 -2.951
O11 -3.195 0.741 -2.745
H73 -1.337 1.477 -3.036
H74 -2.620 2.372 -3.878
H75 -2.368 2.545 -2.099
H76 -4.137 0.924 -2.740
C36 -1.710 -3.428 3.357
O12 -2.336 -2.158 3.244
H77 -0.887 -3.506 2.644
H78 -1.309 -3.497 4.368
H79 -2.336 -4.277 3.080
H80 -3.159 -2.269 2.761
C37 0.591 4.562 -1.786
O13 -0.011 3.945 -0.683
C38 0.236 4.599 0.581
C39 1.719 4.693 0.931
O14 2.384 5.854 0.415
C40 3.638 6.106 1.089
H81 0.061 4.429 -2.732
H82 1.564 4.146 -2.055
H83 0.637 5.647 -1.679
H84 -0.313 3.969 1.279
H85 -0.237 5.581 0.533
H86 2.279 3.796 0.662
H87 1.725 4.779 2.020
H88 3.521 6.484 2.106
H89 4.219 6.850 0.544
H90 4.216 5.181 1.063
C41 3.011 -3.448 -1.140
O15 4.374 -3.100 -1.464
C42 4.441 -1.748 -1.930
C43 5.853 -1.518 -2.470
O16 5.820 -1.848 -3.840
C44 7.054 -1.636 -4.479
H91 2.918 -4.474 -0.784
H92 2.301 -3.284 -1.953
H93 2.647 -2.842 -0.308
H94 4.348 -1.058 -1.089
H95 3.689 -1.544 -2.693
H96 6.594 -2.146 -1.970
H97 6.165 -0.487 -2.290
H98 7.454 -0.661 -4.190
H99 7.008 -1.564 -5.565
H100 7.767 -2.379 -4.114
C45 -8.599 -4.385 0.809
O17 -7.190 -4.307 0.723
C46 -6.493 -4.269 1.956
C47 -4.976 -4.397 1.742
O18 -4.357 -3.241 1.144
C48 -4.488 -3.132 -0.265
H101 -8.940 -5.394 1.043
H102 -8.994 -4.104 -0.167
H103 -8.944 -3.662 1.550
H104 -6.871 -4.991 2.682
H105 -6.567 -3.278 2.411
H106 -4.716 -5.267 1.136
H107 -4.503 -4.601 2.703
H108 -3.680 -2.559 -0.718
H109 -5.454 -2.739 -0.581
H110 -4.379 -4.139 -0.672

=====

ORCA calculation (the ωB97M-V functional and the def2-TZVPD basis) on a cluster of 12 separate species, C48H111N5O19S7 in total.

Calculated values
Spin multiplicity: 1
LUMO, Eh: 0.005
F_max, eV Å⁻¹: 3.42

Element x y z (Å)
O1 2.300 0.010 -3.995
S1 2.759 0.694 -5.199
O2 3.559 0.029 -6.205
C1 1.377 1.521 -6.041
C2 1.833 2.940 -6.414
C3 3.321 3.025 -6.084
C4 3.555 2.283 -4.784
H1 0.631 1.500 -5.249
H2 1.172 0.925 -6.928
H3 1.669 3.188 -7.459
H4 1.217 3.588 -5.790
H5 3.590 4.077 -5.958
H6 3.934 2.594 -6.874
H7 2.948 2.746 -4.001
H8 4.581 2.188 -4.443
O3 1.823 -3.075 0.160
S2 0.593 -3.418 -0.530
O4 0.435 -3.339 -1.952
C5 0.141 -5.077 0.145
C6 -1.147 -4.936 0.957
C7 -1.890 -3.720 0.381
C8 -0.840 -2.601 0.290
H9 0.927 -5.705 0.563
H10 -0.126 -5.723 -0.702
H11 -1.790 -5.787 0.723
H12 -0.961 -4.980 2.029
H13 -2.701 -3.315 0.982
H14 -2.209 -3.899 -0.649
H15 -0.588 -2.445 1.338
H16 -1.048 -1.707 -0.296
O5 -3.732 -0.558 5.021
S3 -3.402 -1.831 4.440
O6 -2.592 -1.936 3.240
C9 -2.843 -3.029 5.641
C10 -3.147 -4.359 4.942
C11 -4.535 -4.213 4.256
C12 -4.893 -2.756 4.021
H17 -3.503 -2.963 6.510
H18 -1.829 -2.840 5.973
H19 -2.322 -4.541 4.250
H20 -3.195 -5.197 5.633
H21 -5.222 -4.792 4.870
H22 -4.489 -4.739 3.300
H23 -5.670 -2.370 4.688
H24 -5.290 -2.443 3.057
O7 5.524 1.879 2.718
S4 5.870 2.303 1.375
O8 5.445 3.582 0.857
C13 7.677 2.192 1.223
C14 7.933 1.426 -0.082
C15 6.895 0.272 -0.078
C16 5.529 0.916 0.207
H25 8.064 1.604 2.055
H26 8.069 3.205 1.260
H27 7.711 2.153 -0.868
H28 8.940 1.031 -0.191
H29 7.141 -0.304 0.817
H30 6.940 -0.299 -0.999
H31 4.956 0.152 0.719
H32 5.150 1.311 -0.732
O9 -3.760 -0.758 -5.460
S5 -2.361 -0.449 -5.269
O10 -1.859 0.870 -4.931
C17 -1.735 -1.672 -4.127
C18 -1.025 -2.736 -4.959
C19 -0.422 -2.158 -6.240
C20 -1.414 -1.084 -6.766
H33 -2.606 -2.111 -3.648
H34 -0.961 -1.302 -3.453
H35 -0.334 -3.341 -4.376
H36 -1.808 -3.448 -5.246
H37 -0.348 -2.984 -6.943
H38 0.515 -1.605 -6.165
H39 -2.257 -1.622 -7.206
H40 -1.189 -0.153 -7.275
O11 -0.981 7.832 -1.231
S6 -1.403 7.388 0.071
O12 -2.788 7.258 0.479
C21 -0.603 5.820 0.562
C22 -0.285 5.954 2.046
C23 -0.313 7.411 2.488
C24 -0.605 8.421 1.336
H41 0.347 5.877 0.019
H42 -1.219 5.036 0.132
H43 -1.157 5.450 2.475
H44 0.610 5.447 2.392
H45 0.548 7.820 3.018
H46 -1.082 7.589 3.246
H47 0.361 8.730 0.935
H48 -1.206 9.305 1.521
O13 -0.559 1.454 8.372
S7 -1.538 0.878 7.478
O14 -1.246 -0.427 6.909
C25 -3.158 0.979 8.283
C26 -3.585 2.450 8.077
C27 -3.198 2.757 6.601
C28 -1.914 2.070 6.146
H49 -3.008 0.702 9.322
H50 -3.860 0.376 7.706
H51 -4.613 2.708 8.307
H52 -2.923 3.056 8.701
H53 -3.113 3.837 6.478
H54 -4.020 2.384 5.988
H55 -1.020 2.632 5.893
H56 -2.149 1.410 5.312
C29 0.276 0.359 2.675
O15 -0.256 1.457 1.958
C30 -0.463 1.304 0.584
C31 0.694 0.680 -0.209
C32 2.040 1.436 -0.092
N1 0.318 0.588 -1.609
H57 0.128 0.599 3.726
H58 1.347 0.275 2.465
H59 -0.198 -0.599 2.446
H60 -1.300 0.622 0.389
H61 -0.672 2.273 0.127
H62 0.939 -0.340 0.106
H63 2.191 1.727 0.957
H64 1.774 2.385 -0.569
H65 2.942 0.929 -0.410
H66 -0.044 1.434 -2.038
H67 0.981 0.156 -2.240
C33 -6.291 -2.095 -2.674
O16 -5.303 -1.687 -1.748
C34 -5.202 -0.257 -1.704
C35 -4.031 0.125 -0.829
C36 -4.175 0.040 0.696
N2 -3.712 1.542 -1.073
H68 -5.889 -2.192 -3.690
H69 -7.098 -1.359 -2.735
H70 -6.634 -3.079 -2.359
H71 -5.070 0.149 -2.710
H72 -6.158 0.058 -1.266
H73 -3.206 -0.510 -1.159
H74 -4.518 -0.918 1.101
H75 -4.638 0.847 1.267
H76 -3.153 0.152 1.078
H77 -4.402 2.208 -0.743
H78 -2.887 1.810 -0.546
C37 4.948 -3.949 -5.006
O17 5.606 -3.024 -4.167
C38 4.826 -2.255 -3.278
C39 4.989 -2.655 -1.833
C40 4.782 -4.166 -1.584
N3 4.161 -1.765 -0.935
H79 3.973 -3.587 -5.348
H80 4.868 -4.909 -4.490
H81 5.581 -4.028 -5.890
H82 5.126 -1.204 -3.321
H83 3.774 -2.304 -3.585
H84 6.013 -2.420 -1.514
H85 5.660 -4.641 -2.022
H86 3.819 -4.441 -2.025
H87 4.717 -4.495 -0.545
H88 3.279 -1.617 -1.432
H89 3.882 -2.554 -0.356
C41 -4.052 6.645 -4.526
O18 -3.556 5.462 -5.101
C42 -3.553 4.392 -4.139
C43 -2.195 4.326 -3.437
C44 -1.027 4.747 -4.344
N4 -1.914 2.993 -2.898
H90 -3.644 6.825 -3.523
H91 -5.135 6.787 -4.436
H92 -3.732 7.540 -5.069
H93 -4.425 4.376 -3.476
H94 -3.712 3.545 -4.819
H95 -2.119 4.974 -2.558
H96 -1.072 4.260 -5.322
H97 -0.144 4.375 -3.820
H98 -1.011 5.823 -4.492
H99 -1.752 2.336 -3.657
H100 -2.763 2.641 -2.447
C45 0.550 -3.161 4.738
O19 1.786 -3.860 4.852
C46 1.850 -5.076 4.141
C47 2.172 -6.261 5.044
C48 3.339 -5.968 5.996
N5 2.426 -7.448 4.205
H101 -0.139 -3.734 5.366
H102 0.137 -3.135 3.725
H103 0.763 -2.172 5.132
H104 0.884 -5.203 3.637
H105 2.563 -5.065 3.304
H106 1.284 -6.461 5.651
H107 3.434 -6.615 6.869
H108 3.174 -4.958 6.378
H109 4.290 -6.034 5.464
H110 2.647 -8.187 4.867
H111 3.307 -7.296 3.718